Record 1
ORCA calculation (ωB97M-V/def2-TZVPD) on 8 unconnected molecules or ions with the total composition C39H79N4O15S7 at a distorted geometry.

```
144
Properties=species:S:1:pos:R:3:mulliken_charge:R:1
S -4.01 -5.70 -0.67 1.034
H -5.54 0.20 -1.70 0.337
C -3.81 -11.22 -0.46 -0.694
C 1.81 2.98 -0.55 -0.013
H 1.16 -3.59 3.41 0.401
C -4.54 10.25 0.02 -0.792
O 0.54 -5.40 1.64 -0.710
H -4.47 2.39 -0.69 0.201
H -4.89 -9.96 0.92 0.338
N 0.37 2.57 -0.21 -0.444
H -6.69 10.41 -0.25 0.354
C -5.11 1.95 4.32 -0.744
C 1.84 8.77 -1.53 -0.861
H 2.18 -4.31 5.46 0.321
H 4.03 0.34 -2.00 0.144
C -3.93 -9.98 0.40 -0.334
H 1.08 -7.67 3.05 0.386
H -1.78 -5.83 0.11 0.235
H 3.66 0.80 -3.80 0.284
H -4.21 -2.06 -1.87 0.256
O 2.91 6.37 -1.70 -0.657
S -2.64 -10.15 1.61 1.285
H 2.00 9.57 -2.26 0.407
N 1.87 3.08 -2.06 0.803
H 12.47 0.52 0.31 0.323
H -4.70 -11.38 -1.08 0.387
O -6.31 -1.03 2.73 -0.615
O 10.86 -1.96 -0.66 -0.674
O -1.49 -5.71 3.13 -0.629
C -3.64 -1.02 -2.00 -0.961
H 4.49 2.69 -1.34 0.079
H -1.05 7.39 -0.31 0.466
O -2.43 1.81 -0.93 -0.136
C -7.35 1.10 3.87 -0.690
H -4.36 8.51 -2.85 0.392
S -3.31 9.34 -0.90 1.266
N -1.60 2.15 -1.93 -0.101
C -4.00 -4.75 1.77 -0.565
H -7.78 2.04 3.50 0.334
H -1.50 -12.17 1.16 0.348
C 4.41 1.02 -2.90 -0.337
H 7.38 -0.90 -0.19 0.293
H -6.12 8.03 -0.43 0.301
O -6.75 1.02 1.30 -0.665
H -4.51 -12.60 1.04 0.285
H -4.41 -4.08 2.53 0.419
O -4.41 -5.09 -1.92 -0.701
H 2.73 3.16 0.17 0.307
C -5.80 10.13 -0.82 -0.586
H -4.23 7.25 -1.59 0.339
H 6.34 -1.89 -1.43 0.244
N 0.66 2.84 -2.73 -0.448
H -6.61 8.52 -2.05 0.325
C 12.47 -0.61 -2.25 -0.622
H -4.21 11.29 0.15 0.402
C 0.77 -6.91 3.78 -0.710
C 5.88 0.45 -3.34 -0.746
H 2.37 -6.91 5.25 0.360
H 5.76 -0.57 -3.91 0.311
H -2.98 -3.13 0.79 0.158
C 1.38 -4.96 5.10 -0.641
C -4.80 1.10 3.09 -0.357
O -3.96 -7.14 -0.49 -0.671
H 7.95 -0.18 -2.60 0.046
H -2.67 -12.36 2.50 0.329
H -3.27 -13.29 -0.01 0.332
C -2.46 -5.01 -0.13 -0.564
C -5.86 8.67 -1.28 -0.635
O -2.68 10.24 -1.84 -0.710
C -3.57 -12.38 0.51 -0.632
C -2.51 -11.93 1.51 -0.686
O 9.90 -0.94 -2.77 -0.747
H -5.79 -5.70 0.93 0.479
C 12.06 1.10 -0.52 -0.715
H -3.79 -9.05 -0.17 0.267
C 4.38 2.62 -2.51 -0.497
H 5.56 -0.44 -0.34 0.301
H -6.76 2.03 5.75 0.362
H -2.03 -4.41 -0.94 0.386
H 6.36 1.22 -4.12 0.280
H 13.13 -1.36 -1.80 0.345
S -0.06 -5.57 2.95 1.229
H 2.64 8.80 -0.78 0.353
H -4.13 0.27 3.33 0.392
H 10.04 0.52 0.10 0.426
O -1.43 -9.56 1.08 -0.673
S 10.81 -0.90 -1.65 1.192
H -4.26 1.99 5.00 0.336
H -4.38 1.70 2.28 0.182
C -4.46 8.30 -1.79 -0.662
H 3.16 4.55 -3.21 0.130
H -3.51 -0.86 -3.15 0.336
H 0.49 9.47 0.03 0.444
C 0.55 -4.27 4.02 -0.679
C -2.77 -4.15 1.10 0.130
C 6.48 -0.82 -0.96 -0.998
H -0.30 -3.73 4.45 0.315
C 3.00 3.40 -3.01 -0.560
S 1.91 7.19 -2.36 1.252
H -4.56 -0.16 -0.09 -0.140
H 12.10 2.16 -0.26 0.347
C -3.82 1.67 -1.39 -0.382
O -3.17 -9.79 2.91 -0.713
C -6.35 1.36 4.99 -0.617
C 6.95 0.27 -2.11 0.068
S -6.36 0.41 2.55 1.115
H 2.74 2.90 -4.06 0.425
H -0.24 9.33 -1.58 0.138
C 0.30 6.63 -1.84 0.042
H 0.58 7.03 0.26 0.327
O -2.55 8.52 0.03 -0.731
C -4.45 0.16 -1.22 0.078
H -3.74 -5.70 2.26 0.249
H -2.95 -11.13 -1.14 0.301
C -5.00 -5.01 0.65 -0.795
C 1.94 -6.25 4.49 -0.575
H 13.92 0.90 -1.64 0.321
H 12.56 1.52 -2.58 0.304
O 1.90 7.40 -3.79 -0.731
H 5.28 3.14 -3.05 0.393
H 7.28 1.29 -1.60 0.193
H 0.31 5.55 -1.67 -0.213
H 12.48 -0.70 -3.34 0.332
H -5.33 2.98 4.01 0.300
H -6.08 0.41 5.48 0.289
H 0.44 2.87 -3.76 0.307
H -5.43 -4.07 0.28 0.309
H -8.14 0.40 4.15 0.406
H -5.74 10.79 -1.70 0.292
H 2.73 -6.01 3.77 0.289
C -0.29 2.49 -1.57 0.112
C 10.63 0.66 -0.80 -0.547
H -1.91 -4.12 1.78 -0.256
H -0.41 6.88 -2.64 0.372
C 12.84 0.80 -1.80 -0.634
H 0.74 -5.21 5.95 0.299
C 0.01 7.43 -0.58 -0.730
H -1.82 2.19 -2.95 0.288
C 0.46 8.86 -0.88 -0.487
H 0.06 -7.35 4.49 0.352
H -4.66 9.77 0.99 0.360
H -2.61 -1.17 -1.43 0.182
H 10.13 1.35 -1.48 0.293
H -3.96 2.03 -2.51 0.355
```

net charge = +1
DFT total energy = -154225.940 eV
HOMO level = -10.94 eV



Record 2
ORCA calculation (ωB97M-V/def2-TZVPD) on 6 unconnected molecules or ions with the total composition C39H83BO20S.

```
144
Properties=species:S:1:pos:R:3:mulliken_charge:R:1
H -4.45 4.61 7.10 0.367
H -2.69 -8.24 -1.74 0.371
O 1.89 -2.34 1.52 -0.273
H 3.59 7.83 2.12 0.382
C 1.38 -0.19 0.40 -0.455
H -6.98 -4.02 -9.81 0.349
H 0.19 -1.94 0.55 0.467
H 8.52 -0.59 -4.05 0.266
C 3.26 1.09 -4.68 0.394
C -0.63 -7.77 -1.42 -0.335
H 1.10 1.83 6.16 0.389
H 3.47 10.43 4.93 0.230
C 2.14 0.97 -5.66 -0.977
H 6.91 -1.11 -5.62 0.229
C -2.61 4.34 8.12 -0.052
H -6.18 2.31 7.36 0.327
H 0.35 2.78 8.65 0.348
O 4.82 0.52 -7.34 -0.568
H -8.28 -5.34 -7.05 0.388
C 8.74 -0.13 -5.01 -1.073
H 0.99 -6.41 1.76 0.407
H -5.58 -2.45 -3.44 0.274
H -0.11 1.06 8.64 0.376
H 0.51 0.34 -0.01 0.421
H 8.91 0.93 -4.86 0.255
S 1.70 -3.12 -5.41 -0.224
H -6.70 -4.23 -5.45 0.161
O 1.98 1.39 -2.63 -0.501
C 5.19 1.18 -3.50 0.043
H 1.48 -0.42 -7.19 0.357
H 2.27 1.69 -6.46 0.419
O -4.13 2.60 7.38 -0.247
H 4.60 10.10 3.60 0.329
H -2.51 1.75 8.95 0.144
H 3.79 0.69 0.04 0.334
H 1.34 -4.20 -0.64 0.151
H -5.28 -2.94 -7.80 0.133
H 3.24 -1.89 4.57 0.380
H 0.75 3.52 6.62 0.302
H -7.82 -2.47 -9.54 0.231
O -0.76 2.15 7.02 -0.284
C 1.22 -1.37 -5.25 -0.259
H -1.99 4.17 7.24 -0.016
C -0.45 2.08 8.40 -0.560
H 3.59 -2.82 2.44 0.425
H 2.75 2.14 -0.10 0.214
H -0.42 -8.84 -1.47 0.407
H 1.21 1.22 -5.15 0.346
H -1.41 2.14 10.28 0.408
H -2.24 7.34 4.52 0.312
H -0.59 -5.76 2.25 0.257
C -7.80 -3.53 -9.27 -0.788
H -1.50 7.81 2.98 0.249
H -6.94 -5.53 -8.20 0.358
H -1.31 6.15 3.56 0.320
O -5.02 -4.63 -6.61 -0.439
H -5.37 1.97 8.92 0.354
C 1.98 -0.46 -6.22 -0.493
H -5.52 -0.71 -3.82 0.331
B 5.45 0.78 -6.15 0.826
C -4.63 -2.32 -5.84 -0.313
H -0.07 2.79 5.23 0.200
C -6.36 -4.89 -6.24 -0.266
H 2.01 -0.53 -0.43 0.211
C 7.58 -0.32 -5.98 -0.211
H -0.09 -1.84 4.74 0.446
H 0.88 -1.09 6.05 0.333
C -1.67 2.38 9.24 -0.361
H 2.99 -3.01 -5.73 0.068
H 0.34 -1.06 2.07 0.121
H -1.80 -7.76 -3.21 0.337
C 2.37 -1.93 3.90 -0.679
O 2.10 0.69 1.24 -0.277
H 1.48 6.79 2.98 0.147
O -5.93 -1.96 -5.42 -0.284
C -1.94 -7.54 -2.15 -0.556
H -5.15 0.87 7.55 0.232
C 0.32 -5.54 1.68 -0.500
C 0.89 -1.39 1.18 -0.545
C -3.05 -5.69 -3.11 -0.865
H 1.45 -5.50 -2.60 0.353
C -4.04 3.93 7.86 -0.635
H -8.75 -3.99 -9.56 0.330
C 0.23 6.77 5.55 -0.268
H -4.02 -6.17 -3.29 0.412
H 1.87 -5.83 -0.18 0.393
O -2.41 -6.22 -1.97 -0.301
H 7.94 -0.54 -6.98 0.410
O -0.07 -5.32 0.35 -0.170
O -7.60 -3.59 -7.87 -0.279
C -4.66 -3.31 -6.98 -0.380
C 0.32 2.59 6.23 -0.791
H 0.81 -4.66 2.10 -0.153
H 1.39 -1.06 -4.22 0.096
H -7.07 -1.57 -3.80 0.244
H -6.35 -5.91 -5.84 0.389
C 2.87 -2.00 2.48 -0.425
C 3.00 1.39 -3.24 -0.070
O 4.21 1.70 -2.66 -0.258
C 2.46 6.51 3.36 -0.347
O -2.03 3.75 9.28 -0.471
H 4.59 9.06 5.05 0.348
H 0.16 -1.38 -5.50 0.345
H -3.21 -4.63 -2.93 0.249
O -0.18 7.62 4.50 -0.326
H -0.72 -7.50 -0.37 0.117
H 5.31 -0.10 -7.89 0.276
H 4.40 7.37 3.64 0.350
H 2.83 5.69 2.75 0.392
H -4.06 -2.75 -5.00 0.130
C -5.27 1.91 7.83 -0.804
C -6.02 -1.65 -4.05 -0.708
H -2.61 5.41 8.33 0.403
H 2.96 -0.89 -6.41 0.226
O 1.58 -0.77 4.12 -0.188
H 9.64 -0.58 -5.43 0.357
H 3.40 -1.08 2.21 0.167
C 0.63 -5.75 -1.93 -0.309
H -0.20 7.14 6.49 0.442
H 1.79 -2.83 4.13 0.352
H -0.12 -0.08 4.98 0.110
O 6.81 0.92 -6.07 -0.502
H 1.96 6.20 6.61 0.459
H -4.62 4.05 8.78 0.362
C 0.51 -0.97 5.02 -0.761
H -4.10 -1.42 -6.19 0.379
C -1.37 7.20 3.87 -0.733
H 2.14 7.74 5.76 0.177
C 3.96 9.64 4.37 -0.778
C 1.73 6.73 5.68 -0.547
C -7.34 -4.90 -7.40 -0.651
C 3.14 1.38 0.59 -0.728
H -0.14 5.75 5.38 0.126
O 2.95 8.84 3.79 -0.285
H 3.74 1.87 1.36 0.357
H -0.26 -5.23 -2.29 0.097
C 4.59 1.00 -4.85 0.719
O 6.28 0.88 -3.10 -0.502
O 2.39 5.98 4.67 -0.424
H -2.43 -5.80 -4.00 0.375
C 3.44 7.65 3.20 -0.559
C 1.02 -5.25 -0.55 -0.266
O 0.49 -7.15 -2.03 -0.466
H -3.64 -3.40 -7.35 0.424
```

SMILES = CCOB(O)C1=C(CCCS)C(=O)OC1=O.COCCOCCOC.COCCOCCOC.COCCOCCOC.COCCOCCOC.COCCOCCOC
net charge = 0
DFT total energy = -94243.984 eV
HOMO level = -8.84 eV



Record 3
ORCA calculation (ωB97M-V/def2-TZVPD) on 5 unconnected molecules or ions with the total composition C39H84NO8P at a distorted geometry.

```
133
Properties=species:S:1:pos:R:3:mulliken_charge:R:1
H -1.73 2.55 -12.28 0.357
C -3.78 3.08 -12.59 -0.966
H -2.50 -0.54 -7.82 0.368
C 5.17 -0.89 6.15 -0.963
O 1.70 0.20 5.14 -0.751
H 3.07 0.65 -0.10 0.191
C -4.29 0.88 8.37 -1.123
H -4.04 -0.92 7.24 0.330
C 4.71 0.56 6.37 -1.798
C -2.23 1.47 -8.53 -0.975
H -4.74 0.63 -13.14 0.304
H 7.57 2.33 3.17 0.456
H -1.84 -3.15 2.65 0.445
C 4.15 -3.18 5.82 -1.125
H -0.35 -3.68 1.93 0.330
C 1.05 1.60 1.79 -0.098
H 2.23 3.20 2.59 0.529
H -0.18 -4.37 4.17 0.384
H -4.39 -0.23 -15.45 0.385
H -3.62 1.35 -15.30 0.263
C 4.68 3.00 5.67 0.046
H -3.10 1.55 3.26 0.094
H -3.07 -2.28 -3.79 0.418
C -5.39 1.93 -6.78 -0.976
H 2.71 2.75 0.98 0.716
H 0.61 1.85 0.82 0.495
C -2.17 -2.20 -3.18 -0.924
H -1.45 1.34 1.49 -0.409
C 6.75 2.60 3.85 -1.497
P 3.86 1.46 2.60 -0.255
O -2.83 0.45 6.44 -0.389
C 4.26 -1.75 5.25 1.550
H -5.36 1.91 -7.87 0.181
C -3.42 -0.09 7.59 -0.362
H -3.47 -0.70 0.68 0.465
C 2.21 1.28 4.74 -0.690
H -4.08 1.92 -5.08 0.360
H -3.71 1.72 8.76 0.275
H -3.00 -0.71 2.37 0.297
C -1.96 1.56 6.64 -0.199
O 0.10 -1.26 -3.17 -0.420
C 3.09 -4.11 5.17 -1.015
O 4.33 3.86 4.84 -0.640
H 1.62 -2.09 -2.14 0.282
N 3.62 1.11 4.25 1.125
H 5.07 -0.33 1.59 0.574
H 5.16 -1.37 7.14 0.650
H 0.36 -3.74 -4.40 0.290
O -2.73 0.85 -12.70 -0.416
H -1.06 0.98 8.53 0.368
O -3.29 0.69 -6.45 -0.358
H 3.70 0.49 6.79 0.323
H 3.57 -5.04 4.86 0.347
H -3.74 -0.82 -13.13 0.330
C -1.08 -1.47 -3.93 -0.152
H 6.21 -0.97 5.81 0.242
C 6.13 1.36 4.49 -1.150
H -2.69 1.42 0.23 0.391
H 5.32 1.00 7.16 0.590
H 6.80 1.08 5.31 0.430
C -0.27 -3.28 4.08 -1.645
H -3.41 2.76 -6.47 0.316
H 1.87 -2.83 -4.51 0.291
H -2.63 -0.11 -15.25 0.288
C -0.53 -1.54 2.20 0.727
C 0.75 -2.43 -2.71 0.095
H -2.41 -1.67 -2.26 0.136
H -5.07 1.29 7.73 0.277
C 3.32 -0.32 0.34 -0.895
H 2.93 -2.98 3.29 0.221
C -3.05 0.41 -7.81 -0.388
H -0.84 -1.98 -4.87 0.212
H -1.01 -2.99 4.82 0.355
H -0.69 -0.82 3.01 0.322
H 2.36 -4.39 5.93 0.337
H -5.98 1.07 -6.45 0.289
C -3.76 0.23 -13.44 -0.336
C 2.30 -3.53 3.99 -0.986
H -0.11 2.12 7.58 0.432
H 4.71 -1.82 4.26 0.294
C -2.49 1.10 1.25 0.545
H -4.41 1.83 2.08 0.378
H -5.90 2.84 -6.47 0.386
H -4.07 2.92 -11.56 0.211
H 0.52 -1.46 1.92 -0.550
C 2.39 2.34 1.94 -1.664
O 5.07 3.21 6.85 -0.811
H -2.52 2.42 7.03 0.267
C -3.59 0.32 -14.95 -1.028
C -0.76 -2.97 2.66 -0.759
C -4.00 1.88 -6.17 -0.360
H 3.89 -3.07 6.88 0.389
H 2.39 -0.87 0.46 0.039
H 3.93 -0.88 -0.38 0.482
C -2.55 2.24 -12.93 -0.384
H -1.66 -2.09 0.45 0.386
H -3.56 4.14 -12.74 0.392
H 6.15 0.52 3.80 0.281
H -3.06 2.93 2.22 0.414
H -2.66 -0.53 8.24 0.336
C 4.00 -0.20 1.72 0.990
H 7.15 3.30 4.59 0.386
H -1.60 1.85 5.65 0.275
H 0.37 1.86 2.59 0.257
O 1.65 2.37 4.67 -0.722
H -0.19 0.43 7.10 0.095
C -3.33 1.88 2.25 -1.321
H -4.76 0.38 9.22 0.402
C 1.20 -3.36 -3.82 -1.296
H 1.21 -1.64 4.18 -0.905
H -2.23 2.42 -13.96 0.321
H -2.75 2.43 -8.56 0.258
H -1.28 1.62 -8.03 0.295
H 1.90 -4.39 3.43 0.775
H 5.13 -3.66 5.81 0.264
H -3.99 0.22 -8.34 0.267
C -0.76 1.25 7.52 -0.992
H 1.12 -2.68 5.55 0.755
C 1.09 -2.69 4.46 0.960
H 1.19 0.52 1.79 -0.434
H 0.12 -2.97 -1.99 0.125
H -0.81 -0.56 0.28 0.438
H -4.63 2.83 -13.23 0.281
H 3.68 -1.03 2.36 -1.227
H -1.86 -3.21 -2.90 0.289
H 1.74 -4.21 -3.41 0.433
H 3.27 -1.30 5.17 -0.736
H -2.04 1.16 -9.56 0.339
C -1.38 -1.18 0.98 -0.972
H -1.43 -0.47 -4.20 0.247
C -2.66 -0.42 1.37 -0.972
H 6.02 3.14 3.25 0.217
C 4.73 1.51 5.16 2.087
```

net charge = -2
DFT total energy = -68963.451 eV
HOMO level = -0.80 eV